# C6H7Cl

An isolated molecule of C6H7Cl in a non-equilibrium geometry (the ωB97M-V functional and the def2-TZVPD basis, the Open Molecules 2025 dataset).

Geometry as ORCA input:
```
! RIJCOSX wB97M-V def2-TZVPD def2/J DEFGRID3
* xyz 0 1
C -0.402 -2.152 -0.560
C 0.686 -1.680 -1.174
C 0.261 -0.152 -0.262
C 0.768 1.051 -0.036
C -0.889 -0.971 0.253
C 0.141 2.207 0.781
Cl 1.735 -2.083 -2.338
H -0.894 -3.085 -0.770
H 1.646 1.439 -0.465
H -1.906 -0.655 0.051
H -0.734 -1.168 1.293
H 0.452 3.205 0.706
H 0.143 1.989 1.887
H -1.007 2.056 0.635
*
```

Its max |F| is 6.8 eV/A. The orbital gap is 9.93 eV. As for the total energy: -692.8785 Ha. As for the SMILES: C/C=C1\CC=C1Cl. The relative energy (zero: lowest compared OMol25 entry of this formula, charge and spin) comes out at 277.6 kJ/mol.